{"formula": "C5H6N2S", "method": "ωB97M-V with the def2-TZVPD basis set", "elements": ["C", "C", "C", "C", "C", "H", "H", "H", "H", "H", "H", "N", "N", "S"], "positions_angstrom": [[0.393933, 1.948519, -1.196612], [0.270410, 0.746529, -0.299009], [-0.002431, -1.143023, 0.721214], [-0.901287, -2.309413, 0.679948], [-0.374155, -0.411213, -0.443396], [1.450480, 2.280412, -1.204819], [0.062597, 1.739913, -2.222047], [-0.255796, 2.815350, -0.859525], [1.636680, 1.403412, 1.273862], [-0.540930, -3.381773, 0.569907], [-1.820905, -2.225492, 1.395818], [0.845831, 0.715906, 0.995227], [0.690022, -0.450051, 1.648597], [-1.454450, -1.729077, -1.059166]], "forces_ev_per_angstrom": [[-0.3, 1.0, 0.6], [0.5, 2.2, 0.2], [0.0, 1.3, 1.6], [-2.2, -1.9, -0.1], [0.4, -2.6, 1.2], [-0.6, 0.0, -0.2], [0.3, -0.2, 0.3], [0.8, -0.9, -0.2], [-2.1, -1.9, -0.5], [-0.2, 1.5, 0.6], [1.8, -0.3, -1.2], [1.8, 2.2, -1.0], [-0.7, -1.0, -1.9], [0.4, 0.7, 0.6]], "total_energy_ev": -19095.3230, "homo_ha": -0.3064, "lumo_ev": 0.7813, "homo_lumo_gap_ev": 9.1195, "relative_energy_ev": 2.6877}